No. 1
A single C3H5NO2 molecule. Source: the OMol25 dataset; level of theory: the ωB97M-V functional and the def2-TZVPD basis.

Geometry (Å):
N1 1.78 -0.84 -0.19
C1 0.63 -0.36 -0.19
C2 -0.53 -0.95 0.61
O1 -1.58 -0.07 0.87
C3 -0.26 1.74 -0.43
O2 0.28 0.72 -1.05
H1 2.40 -0.35 -0.84
H2 -0.93 -1.78 0.02
H3 -0.08 -1.37 1.51
H4 -0.52 2.43 -1.26
H5 -1.19 0.83 0.96

energy above the lowest of the compared OMol25 structures with the same formula, charge and spin = 4.324 eV
frontier orbital gap = 0.34372 Eh
charge = 0

Atom charges from the Löwdin analysis, given in e for atoms 1 to 2: atom 1 (N): 0.1940, atom 2 (C): -0.3854



No. 2
A single C3H5NO2 molecule in a non-equilibrium geometry. Source: the OMol25 dataset; level of theory: the ωB97M-V functional and the def2-TZVPD basis.

Geometry (Å):
N1 -2.20 -0.56 -0.30
C1 -0.96 0.19 0.06
O1 -0.87 1.49 0.12
C2 0.23 -0.74 0.49
C3 1.56 -0.27 -0.43
O2 2.64 0.16 0.03
H1 -3.18 0.04 -0.19
H2 -2.25 -1.59 -0.13
H3 -0.09 -1.95 0.38
H4 0.40 -0.62 1.76
H5 1.35 -0.26 -1.62

SMILES = NC(=O)CC=O
energy above the lowest of the compared OMol25 structures with the same formula, charge and spin = 3.154 eV
frontier orbital gap = 0.38765 Eh
charge = 0

Atom charges from the Löwdin analysis, given in e for atoms 1 to 2: atom 1 (N): 0.0535, atom 2 (C): -0.4523



No. 3
A single C3H5NO2 molecule. Source: the OMol25 dataset; level of theory: the ωB97M-V functional and the def2-TZVPD basis.

Geometry (Å):
O1 1.77 -0.09 0.78
C1 0.78 -0.78 0.03
C2 -0.56 -0.21 0.41
N1 -1.76 -0.53 -0.51
C3 -1.32 0.64 -0.46
O2 -1.56 1.83 -0.99
H1 2.60 -0.57 0.68
H2 0.93 -0.67 -1.06
H3 0.79 -1.85 0.26
H4 -0.76 -0.21 1.48
H5 -0.92 2.45 -0.62

SMILES = OC[C@@H]1N=C1O
energy above the lowest of the compared OMol25 structures with the same formula, charge and spin = 2.826 eV
frontier orbital gap = 0.39278 Eh
charge = 0

Atom charges from the Löwdin analysis, given in e for atoms 1 to 2: atom 1 (O): -0.0676, atom 2 (C): -0.2502



No. 4
3 unconnected molecules or ions with the total composition C3H5NO2 in a non-equilibrium geometry. Source: the OMol25 dataset; level of theory: the ωB97M-V functional and the def2-TZVPD basis.

Geometry (Å):
N1 -0.69 -2.52 -0.59
C1 -0.40 -1.41 -0.35
O1 1.08 -0.31 -0.95
C2 1.12 0.85 -0.46
C3 -0.57 1.02 0.87
O2 -1.16 -0.09 0.83
H1 -1.10 -3.42 -0.68
H2 0.79 1.70 -1.07
H3 1.84 1.06 0.34
H4 0.07 1.25 1.73
H5 -0.99 1.87 0.32

energy above the lowest of the compared OMol25 structures with the same formula, charge and spin = 5.949 eV
frontier orbital gap = 0.35519 Eh
charge = 0

Atom charges from the Löwdin analysis, given in e for atoms 1 to 2: atom 1 (N): 0.2117, atom 2 (C): -0.0190



No. 5
2 unconnected molecules or ions with the total composition C3H5NO2 in a non-equilibrium geometry. Source: the OMol25 dataset; level of theory: the ωB97M-V functional and the def2-TZVPD basis.

Geometry (Å):
N1 -2.33 -1.00 -1.09
C1 -1.92 -0.98 0.03
O1 -1.77 -0.91 1.23
H1 -2.42 -0.89 -2.08
C2 1.51 0.29 1.05
C3 0.83 0.23 -0.11
O2 0.90 1.14 -1.06
H2 1.64 -0.49 1.73
H3 1.88 1.31 1.38
H4 0.47 -0.69 -0.49
H5 1.21 2.00 -0.57

SMILES = N=C=O.C=CO
energy above the lowest of the compared OMol25 structures with the same formula, charge and spin = 2.301 eV
frontier orbital gap = 0.35372 Eh
charge = 0

Atom charges from the Löwdin analysis, given in e for atoms 1 to 2: atom 1 (N): 0.2235, atom 2 (C): -0.4131



No. 6
A single C3H5NO2 molecule in a non-equilibrium geometry. Source: the OMol25 dataset; level of theory: the ωB97M-V functional and the def2-TZVPD basis.

Geometry (Å):
O1 -2.51 -0.51 1.37
C1 -1.34 -0.15 1.26
C2 -0.23 -0.87 0.57
C3 0.25 -0.06 -0.61
N1 1.44 0.46 -0.70
O2 1.52 1.34 -1.84
H1 -1.11 0.89 1.44
H2 0.58 -0.77 1.25
H3 -0.56 -1.92 0.40
H4 -0.57 0.25 -1.35
H5 2.54 1.34 -1.79

SMILES = O=CC/C=N/O
energy above the lowest of the compared OMol25 structures with the same formula, charge and spin = 3.457 eV
frontier orbital gap = 0.38625 Eh
charge = 0

Atom charges from the Löwdin analysis, given in e for atoms 1 to 2: atom 1 (O): 0.0368, atom 2 (C): -0.2556



Question: frontier orbital gap of number 3 (C3H5NO2)?
Answer: 0.39278 Eh



What did the fifth record say?
2 unconnected molecules or ions with the total composition C3H5NO2 in a non-equilibrium geometry. Source: the OMol25 dataset; level of theory: the ωB97M-V functional and the def2-TZVPD basis.

Geometry (Å):
N1 -2.33 -1.00 -1.09
C1 -1.92 -0.98 0.03
O1 -1.77 -0.91 1.23
H1 -2.42 -0.89 -2.08
C2 1.51 0.29 1.05
C3 0.83 0.23 -0.11
O2 0.90 1.14 -1.06
H2 1.64 -0.49 1.73
H3 1.88 1.31 1.38
H4 0.47 -0.69 -0.49
H5 1.21 2.00 -0.57

SMILES = N=C=O.C=CO
energy above the lowest of the compared OMol25 structures with the same formula, charge and spin = 2.301 eV
frontier orbital gap = 0.35372 Eh
charge = 0

Atom charges from the Löwdin analysis, given in e for atoms 1 to 2: atom 1 (N): 0.2235, atom 2 (C): -0.4131